(1)
Formula: C20H24F3IN2OP
Source: the Open Molecules 2025 dataset
Level of theory: ωB97M-V with the def2-TZVPD basis set

```
52
Properties=species:S:1:pos:R:3
N -2.4207 -6.4741 -3.4028
C -2.3606 -4.9680 -3.7318
C -2.5010 -4.2035 -2.2698
P -2.7964 -2.3172 -2.3955
N -1.3246 -1.3175 -2.2513
O -3.8038 -1.8945 -0.9949
I -3.9288 -1.6712 -4.5096
H -2.5405 -6.5579 -2.3493
H -3.3009 -6.8888 -3.8187
H -3.2397 -4.6651 -4.4609
H -1.3416 -4.7073 -4.2838
H -3.4864 -4.6570 -1.7709
H -1.5880 -4.4050 -1.5657
H -0.7555 -1.5499 -1.4037
H -0.7527 -1.3087 -3.1264
H -3.4730 -2.5262 -0.2855
F 1.3481 -0.5538 -0.6008
C 1.2567 0.7059 -0.1543
C 1.3594 0.9577 1.2094
C 1.2695 2.2697 1.6742
C 1.0668 3.3153 0.7701
C 0.9599 3.0519 -0.5964
C 1.0611 1.7411 -1.0618
H 1.5084 0.1320 1.8975
H 1.3563 2.4779 2.7377
H 0.9923 4.3380 1.1335
H 0.7981 3.8668 -1.2977
H 0.9892 1.5193 -2.1214
F -1.0847 -6.0569 0.3790
C 0.1079 -5.7661 0.9154
C 1.2594 -5.9318 0.1537
C 2.5010 -5.6242 0.7101
C 2.5780 -5.1644 2.0270
C 1.4169 -5.0062 2.7851
C 0.1748 -5.3032 2.2248
H 1.1808 -6.2980 -0.8647
H 3.4065 -5.7429 0.1203
H 3.5470 -4.9289 2.4620
H 1.4798 -4.6521 3.8113
H -0.7385 -5.1775 2.7969
F -0.5818 6.2180 2.1727
C 0.1128 7.3479 1.9840
C 1.1354 7.3732 1.0421
C 1.8555 8.5509 0.8417
C 1.5516 9.6882 1.5941
C 0.5267 9.6513 2.5406
C -0.2004 8.4768 2.7328
H 1.3627 6.4777 0.4730
H 2.6518 8.5832 0.1022
H 2.1165 10.6052 1.4406
H 0.2947 10.5365 3.1279
H -1.0062 8.4331 3.4580
```

For the HOMO energy, the calculation gives -10.6 eV. As for the charge: +1. The calculation puts the HOMO-LUMO gap at 5.60 eV.

***

(2)
Formula: C2H7N5O
Source: the Open Molecules 2025 dataset
Level of theory: ωB97M-V with the def2-TZVPD basis set

```
15
Properties=species:S:1:pos:R:3
H -3.1402 1.9709 0.3632
N -2.3458 1.3045 0.1046
C -1.4742 1.3243 1.1413
N -0.2336 0.4958 0.9339
C 0.2067 -0.1558 -0.0202
N 1.4173 -0.5570 0.1046
N 1.9696 -0.7195 1.3922
N -0.2861 -0.2989 -1.3380
O 0.5493 -1.0844 -2.1221
H -1.6064 1.8288 2.1884
H 1.9032 -1.4377 -0.5005
H 2.3583 0.3395 1.5261
H 1.0132 -1.1337 2.0265
H -0.9492 0.5109 -1.6272
H -0.0192 -1.9897 -2.1081
```

Its SMILES is [H]/N=C/N=C(/NN)NO. For the HOMO energy, the calculation gives -8.7 eV. The calculation puts the HOMO-LUMO gap at 9.34 eV. Its energy relative to the best compared isomer or geometry (same formula, charge and spin) is 138.7 kcal/mol.

***

(3)
Formula: C25H39F5O19
Source: the Open Molecules 2025 dataset
Level of theory: ωB97M-V with the def2-TZVPD basis set

```
88
Properties=species:S:1:pos:R:3
O 11.7085 -0.9395 -18.5047
C 10.8440 -1.2680 -17.7349
O 9.6993 -0.5864 -17.5178
C 8.7883 -1.4152 -16.8788
C 9.8457 -2.2926 -16.1400
F 9.1739 -3.4593 -15.8522
O 10.8947 -2.4092 -17.0138
H 8.1455 -0.8735 -16.1849
H 8.1914 -1.9868 -17.5895
H 10.1060 -1.7980 -15.2042
O 2.6673 5.7341 -19.0004
C 3.5357 6.4539 -18.5555
O 3.5811 6.9513 -17.2918
C 4.7011 7.8375 -17.2898
C 5.4023 7.6652 -18.5591
F 6.5350 6.9207 -18.4187
O 4.4369 7.1008 -19.3302
H 4.2326 8.8152 -17.1777
H 5.2869 7.4745 -16.4453
H 5.6654 8.6555 -18.9307
O 9.0909 3.7426 -11.0022
C 7.8888 4.0450 -11.0217
O 6.7562 3.3685 -11.5606
C 5.5212 4.0932 -11.3131
C 5.9960 5.1244 -10.3164
F 5.6614 4.8511 -9.0840
O 7.4442 5.0812 -10.3703
H 4.9531 4.4100 -12.1878
H 4.8562 3.3842 -10.8198
H 5.6490 6.1485 -10.4536
O 6.6362 1.3841 -15.3401
C 7.0173 2.5950 -15.3779
O 6.2434 3.5402 -15.8697
C 6.7933 4.7596 -15.4080
C 8.2804 4.4106 -15.4693
F 9.0672 5.0933 -14.6430
O 8.2771 3.0537 -15.1004
H 6.6035 5.6569 -15.9969
H 6.4479 4.9122 -14.3855
H 8.5650 4.5152 -16.5163
O 9.9998 6.1283 -17.6131
C 10.3821 6.2171 -18.8068
O 9.8431 7.0259 -19.6863
C 10.4342 6.7580 -20.9519
C 11.6832 5.9308 -20.5868
F 12.8851 6.5422 -20.6657
O 11.3805 5.5423 -19.3671
H 9.7098 6.2839 -21.6141
H 10.6418 7.6177 -21.5891
H 11.8553 5.0686 -21.2310
C 7.8399 1.9225 -19.7541
C 6.3292 1.6919 -19.7326
C 5.7636 2.8846 -20.4564
O 6.8899 3.7443 -20.6188
C 8.0197 3.3763 -19.8002
H 8.2668 1.3949 -20.6071
H 8.2768 1.3910 -18.9087
H 5.9304 1.6571 -18.7188
H 5.8575 0.7567 -20.0342
H 5.0723 3.4177 -19.8038
H 5.3884 2.5951 -21.4380
H 7.9293 3.8772 -18.8363
H 9.0060 3.6511 -20.1741
C 9.8820 0.5418 -11.8340
C 10.9087 -0.5224 -11.9663
C 10.1573 -1.7098 -12.5759
O 8.9599 -1.0216 -13.0722
C 8.8794 0.3575 -12.9499
H 10.3099 1.5386 -11.7276
H 9.4134 0.4406 -10.8551
H 11.4178 -0.7388 -11.0272
H 11.7151 -0.4077 -12.6906
H 9.9795 -2.5017 -11.8483
H 10.6808 -2.0624 -13.4646
H 7.8603 0.6249 -12.6707
H 9.2066 0.9422 -13.8096
C 8.8903 7.6567 -12.6158
O 7.4363 7.6797 -12.3898
H 9.5275 7.4354 -11.7596
H 9.1521 6.8284 -13.2742
H 9.2697 8.5924 -13.0263
H 7.4311 8.1200 -11.5368
C 2.7797 3.7987 -15.9152
O 1.6711 4.6628 -15.7801
H 3.5964 3.9999 -16.6084
H 3.2294 3.7653 -14.9229
H 2.3924 2.8236 -16.2107
H 1.1886 4.7137 -16.6085
```

Its SMILES is O=C1OC[C@@H](F)O1.O=C1OC[C@@H](F)O1.O=C1OC[C@@H](F)O1.O=C1OC[C@@H](F)O1.O=C1OC[C@@H](F)O1.C1CCOC1.C1CCOC1.CO.CO. For the HOMO energy, the calculation gives -9.4 eV. The calculation puts the HOMO-LUMO gap at 9.55 eV. Its energy relative to the best compared isomer or geometry (same formula, charge and spin) is 83.5 kcal/mol.

***

(4)
Formula: C5H6N3
Source: the Open Molecules 2025 dataset
Level of theory: ωB97M-V with the def2-TZVPD basis set

```
14
Properties=species:S:1:pos:R:3
C -1.5652 1.4454 -0.2541
C 0.0160 -1.2836 0.2263
C 2.0171 0.1908 0.1997
C -1.4774 -1.0445 -0.0193
C -2.2020 0.2434 -0.0089
N -0.9488 2.4122 -0.0252
N 1.0038 -0.3738 0.0863
N 3.0222 0.9354 0.0217
H 0.3487 -2.3045 0.1143
H -1.4189 -1.1140 -1.1418
H -2.1583 -1.7771 0.4532
H -3.1840 0.3557 0.4080
H 3.3855 0.8085 -0.8852
H 3.1615 1.5061 0.8251
```

For the HOMO energy (alpha / beta), the calculation gives -12.7 / -13.5 eV. As for the charge: +1. The calculation puts the HOMO-LUMO gap (alpha / beta) at 6.72 / 8.81 eV. Its energy relative to the best compared isomer or geometry (same formula, charge and spin) is 108.8 kcal/mol.

***

(5)
Formula: C26H34BeN7O3SSb2
Source: the Open Molecules 2025 dataset
Level of theory: ωB97M-V with the def2-TZVPD basis set

```
74
Properties=species:S:1:pos:R:3
Be -0.9858 -0.8318 -1.0348
C 1.6470 4.3732 1.2116
Sb 0.9563 2.6543 0.1598
C 2.8388 1.6468 0.0415
C 0.3376 1.5641 1.9406
C -0.6124 2.1942 2.9135
C -0.1460 2.4601 4.2015
C -0.9684 2.9659 5.1941
C -2.3022 3.2094 4.9149
C -2.7782 2.9710 3.6367
C -1.9535 2.4879 2.6209
C -2.5668 2.3807 1.2505
Sb -2.7135 0.4604 0.3216
C -3.5414 -0.6507 1.9327
C -4.4696 0.8174 -0.8187
H 2.2081 5.0157 0.5369
H 2.2934 4.0500 2.0262
H 0.8029 4.9299 1.6137
H 3.3323 1.6857 1.0121
H 3.4725 2.1308 -0.6992
H 2.7144 0.6089 -0.2655
H 1.2769 1.3474 2.4544
H -0.0505 0.6106 1.5774
H 0.8941 2.2554 4.4271
H -0.5685 3.1629 6.1793
H -2.9643 3.5971 5.6764
H -3.8141 3.1909 3.4089
H -2.0818 3.0258 0.5163
H -3.6119 2.6883 1.3083
H -4.4352 -0.1363 2.2821
H -2.8241 -0.7031 2.7494
H -3.8094 -1.6559 1.6144
H -5.2429 1.2105 -0.1615
H -4.8201 -0.1100 -1.2680
H -4.2692 1.5401 -1.6073
N -3.3715 -3.8731 -5.7737
C -3.0545 -3.7762 -4.6759
C -2.6767 -3.6560 -3.2952
C -2.8470 -4.7051 -2.3979
C -2.4763 -4.5209 -1.0758
C -1.9512 -3.3032 -0.6964
N -1.7837 -2.2896 -1.5626
C -2.1328 -2.4635 -2.8400
H -3.2591 -5.6454 -2.7378
H -2.5909 -5.3099 -0.3479
H -1.6436 -3.1145 0.3237
H -1.9661 -1.6454 -3.5257
N -0.5150 0.2042 -2.3292
C 0.7876 -0.1432 -2.9387
C 1.2798 -1.4309 -2.8116
C 2.6122 -1.6756 -3.0938
C 3.4466 -0.6342 -3.4660
C 2.9126 0.6242 -3.7149
C 1.5746 0.8763 -3.4537
S 5.2258 -0.8900 -3.4312
O 5.3675 -2.3093 -3.6926
O 5.5150 -0.4951 -2.0593
O 5.7299 0.0047 -4.4489
H -0.3576 1.1057 -1.8619
H -1.2190 0.4216 -3.0345
H 0.6635 -2.2397 -2.4413
H 3.0448 -2.6595 -2.9717
H 3.5735 1.4083 -4.0604
H 1.1698 1.8763 -3.5659
N 2.3320 -1.6753 3.2143
C 3.0317 -1.7429 2.0736
N 4.3260 -2.0338 2.1057
N 2.5172 -1.5112 0.8783
C 1.3296 -1.3373 0.4831
N 0.3689 -1.1109 -0.1398
H 2.7673 -1.8115 4.1107
H 1.3808 -1.3517 3.2001
H 4.8221 -2.2197 2.9595
H 4.8218 -2.0945 1.2275
```

For the HOMO energy, the calculation gives -9.6 eV. As for the charge: +1. The calculation puts the HOMO-LUMO gap at 5.53 eV. Its energy relative to the best compared isomer or geometry (same formula, charge and spin) is 37.8 kcal/mol.

***

(6)
Formula: C11H26F3NO4PS
Source: the Open Molecules 2025 dataset
Level of theory: ωB97M-V with the def2-TZVPD basis set

```
47
Properties=species:S:1:pos:R:3
N -1.2965 0.9321 3.9334
C -0.1438 0.1899 3.2257
C -0.6394 -1.1318 2.3888
S -1.1536 -2.5883 3.4737
C -2.9722 -3.0224 3.1631
C -3.8599 -1.7514 3.6948
C -4.8063 -1.0394 2.5613
F -5.1373 -1.8916 1.3934
F -4.1471 0.1942 1.9921
F -6.0589 -0.6034 3.2857
H -2.0448 1.0248 3.1931
H -0.9227 1.9088 4.0380
H 0.7068 -0.1130 3.9915
H 0.2595 0.9719 2.4197
H 0.2848 -1.5268 1.7462
H -1.5157 -0.9318 1.6389
H -0.4405 -3.7226 2.9826
H -3.0581 -3.2487 2.0184
H -3.2360 -4.0095 3.7447
H -4.5624 -2.1345 4.5809
H -3.1253 -0.9799 4.1881
O 1.3035 0.8667 -0.7296
P 1.6869 1.1297 -2.2065
O 2.8648 -0.0353 -2.2562
C 2.4933 -1.3960 -2.1346
C 1.8748 -1.9137 -3.4158
O 2.6914 2.4186 -1.8844
C 2.5032 3.2016 -0.7153
C 3.3711 2.6857 0.4211
O 2.1153 1.4236 -3.8566
C 1.1391 1.1989 -4.8586
C -0.2791 1.5363 -4.4339
H 1.8135 -1.5390 -1.2869
H 3.4059 -1.9614 -1.9215
H 0.8960 -1.4528 -3.5811
H 1.7318 -2.9977 -3.3677
H 2.5061 -1.6777 -4.2785
H 1.4455 3.2359 -0.4348
H 2.7970 4.2289 -0.9556
H 3.2670 1.6087 0.5702
H 3.1233 3.1942 1.3585
H 4.4285 2.8665 0.1990
H 1.2027 0.1608 -5.1927
H 1.4122 1.8239 -5.7159
H -0.6089 0.9016 -3.6086
H -0.9702 1.3900 -5.2699
H -0.3455 2.5754 -4.0983
```

For the HOMO energy, the calculation gives -11.8 eV. As for the charge: +1. The calculation puts the HOMO-LUMO gap at 8.00 eV. Its energy relative to the best compared isomer or geometry (same formula, charge and spin) is 142.8 kcal/mol.

***

(7)
Formula: C6H17N2
Source: the Open Molecules 2025 dataset
Level of theory: ωB97M-V with the def2-TZVPD basis set

```
25
Properties=species:S:1:pos:R:3
C -0.2233 2.3392 -1.8345
C -0.6596 1.3159 -0.8308
C 0.1009 -0.0213 -0.8661
N -0.1712 -0.5644 -2.2942
C -0.4337 -0.8849 0.2681
N 0.3635 -0.4319 1.4393
C 1.4932 -1.2768 1.7563
C -0.4647 -0.3954 2.6409
H -0.5695 2.2216 -2.8753
H -0.5342 3.3543 -1.5820
H 0.8636 2.5243 -1.8892
H -0.5533 1.8345 0.1272
H -1.7310 1.1185 -0.9119
H 1.1591 0.2538 -0.9241
H -0.0102 0.1782 -2.9760
H 0.5874 -1.2256 -2.4724
H -1.0820 -1.0108 -2.3772
H -0.3155 -1.9671 0.2303
H -1.4634 -0.6277 0.4774
H 1.4086 -2.1250 2.4604
H 2.2277 -0.6880 2.3207
H 2.1257 -1.8218 1.0405
H -1.3174 0.2881 2.5882
H 0.0418 0.0816 3.4848
H -0.7878 -1.3607 3.0396
```

Its SMILES is CC[C@H]([NH3+])CN(C)C. For the HOMO energy, the calculation gives -12.4 eV. As for the charge: +1. The calculation puts the HOMO-LUMO gap at 9.00 eV. Its energy relative to the best compared isomer or geometry (same formula, charge and spin) is 41.2 kcal/mol.

***

(8)
Formula: C14H19N2O3OsS3
Source: the Open Molecules 2025 dataset
Level of theory: ωB97M-V with the def2-TZVPD basis set

```
42
Properties=species:S:1:pos:R:3
Os -0.3694 0.1177 0.8685
S 2.0223 -0.3706 1.1764
C 1.3900 -0.3223 2.7382
N 0.1068 0.1130 2.7091
C -0.4804 0.1419 3.9807
C -1.7652 0.5446 4.3152
C -2.1403 0.4655 5.6455
C -1.2466 0.0133 6.6174
C 0.0521 -0.3637 6.2886
C 0.4178 -0.2959 4.9598
S 1.9884 -0.7208 4.2522
H -2.4481 0.9163 3.5610
H -3.1377 0.7641 5.9371
H -1.5678 -0.0458 7.6484
H 0.7463 -0.6942 7.0499
O -0.8713 -1.8626 0.8035
C -1.0709 -1.8688 -0.4536
O -0.9307 -0.7571 -1.0439
C -1.4366 -3.1374 -1.1675
N -1.1015 -3.0433 -2.6330
C -2.1520 -3.8732 -3.3423
C -3.4113 -3.4564 -2.6067
C -2.9705 -3.4242 -1.1304
H -0.8817 -3.9547 -0.7107
H -0.1477 -3.3371 -2.8516
H -1.1975 -2.0635 -2.9189
H -1.9185 -4.9239 -3.1748
H -2.1362 -3.6662 -4.4091
H -4.2207 -4.1642 -2.7665
H -3.7459 -2.4755 -2.9477
H -3.1429 -4.3872 -0.6561
H -3.5117 -2.6737 -0.5577
C -0.5639 4.4669 -0.1873
S 0.5438 3.1034 -0.4266
C 1.9579 3.6820 0.4820
O -0.0640 2.0058 0.5356
H -0.6532 4.6982 0.8730
H -1.5286 4.2125 -0.6226
H -0.1358 5.3118 -0.7325
H 2.3328 4.5734 -0.0255
H 2.7238 2.9093 0.4577
H 1.6602 3.9189 1.5027
```

For the HOMO energy (alpha / beta), the calculation gives -17.5 / -17.5 eV. As for the charge: +3. The calculation puts the HOMO-LUMO gap (alpha / beta) at 5.57 / 5.74 eV. Its energy relative to the best compared isomer or geometry (same formula, charge and spin) is 0.0 kcal/mol.